1.
Entry from the Open Molecules 2025 dataset: a single C4H8N2 molecule (wB97M-V/def2-TZVPD).

Its net charge is 0. The calculation puts the LUMO energy at 0.87 eV. As for the gap between HOMO and LUMO: 9.7 eV. As for the energy relative to the best compared isomer or geometry (same formula, charge and spin): 469.2 kJ/mol. The total energy comes out at -266.54328 a.u. For the max |F|, the calculation gives 0.008 hartree/bohr.

Structure (XYZ):
```
14
C4H8N2 (wB97M-V/def2-TZVPD)
C 1.94 -0.13 -0.12
N 1.10 -1.21 0.40
C 0.60 -0.39 -0.69
C -0.48 0.63 -0.39
C -1.79 0.07 0.25
N -0.58 1.16 0.86
H 2.84 -0.43 -0.64
H 2.03 0.76 0.50
H 0.67 -0.88 1.26
H 0.52 -0.90 -1.65
H -0.71 1.26 -1.26
H -1.71 -1.01 0.39
H -2.67 0.44 -0.27
H -1.84 0.52 1.29
```

2.
Entry from the Open Molecules 2025 dataset: 9 unconnected molecules or ions with the total composition C68H94ClN10O3S in a non-equilibrium geometry (wB97M-V/def2-TZVPD).

Its net charge is +1. The calculation puts the LUMO energy at -2.77 eV. As for the gap between HOMO and LUMO: 7.9 eV. The total energy comes out at -4278.65794 a.u. For the max |F|, the calculation gives 0.126 hartree/bohr.

Structure (XYZ):
```
177
C68H94ClN10O3S (wB97M-V/def2-TZVPD)
C 8.28 3.47 1.92
C 7.68 4.48 0.80
C 6.30 3.89 0.22
C 6.40 3.33 -1.27
C 7.49 2.18 -1.47
C 7.06 0.86 -0.66
C 6.63 -0.37 -1.61
C 5.09 -0.82 -1.39
C 4.20 -0.07 -2.50
C 2.66 -0.54 -2.47
C 1.92 0.29 -3.63
C 0.38 -0.15 -3.64
C -0.53 1.19 -3.69
C -1.39 1.22 -2.32
C -2.67 0.21 -2.44
N -2.36 -0.78 -1.34
C -3.31 -0.80 -0.44
C -4.61 0.13 -0.65
C -5.77 -0.96 -0.89
C -6.60 -1.34 0.45
C -5.70 -1.36 1.77
C -6.42 -1.97 3.05
S -5.12 -1.95 4.41
O -4.58 -0.54 4.45
O -4.02 -2.86 3.94
Cl -5.91 -2.50 6.25
C -4.06 0.89 -1.98
C -5.10 1.28 -3.12
C -6.27 2.28 -2.59
N -5.62 3.51 -2.08
C -6.10 4.76 -2.74
C -7.45 5.37 -2.14
C -5.62 3.59 -0.61
C -6.85 3.28 0.35
O -4.55 3.96 -0.06
H 8.77 4.11 2.74
H 9.10 2.80 1.49
H 7.48 2.79 2.37
H 7.56 5.49 1.32
H 8.42 4.54 -0.05
H 5.55 4.76 0.21
H 5.83 3.08 0.87
H 5.37 2.90 -1.53
H 6.59 4.18 -2.03
H 8.47 2.57 -1.01
H 7.71 1.96 -2.57
H 6.17 1.14 -0.02
H 7.91 0.57 0.04
H 6.82 -0.17 -2.72
H 7.26 -1.27 -1.28
H 4.77 -0.46 -0.36
H 4.94 -1.94 -1.55
H 4.22 1.07 -2.39
H 4.60 -0.35 -3.53
H 2.22 -0.26 -1.44
H 2.53 -1.65 -2.68
H 2.08 1.39 -3.38
H 2.37 0.07 -4.66
H 0.08 -0.78 -4.54
H 0.19 -0.77 -2.70
H 0.07 2.15 -3.71
H -1.28 1.17 -4.55
H -1.71 2.27 -2.02
H -0.70 0.82 -1.50
H -2.69 -0.41 -3.41
H -1.54 -1.38 -1.20
H -3.08 -1.52 0.42
H -4.87 0.84 0.21
H -6.50 -0.57 -1.68
H -5.29 -1.90 -1.34
H -7.50 -0.64 0.50
H -6.98 -2.41 0.26
H -4.80 -2.04 1.54
H -5.29 -0.31 1.96
H -6.62 -3.07 2.85
H -7.37 -1.43 3.35
H -3.73 1.89 -1.53
H -4.54 1.84 -3.95
H -5.57 0.37 -3.60
H -6.97 2.50 -3.47
H -6.85 1.68 -1.82
H -5.29 5.55 -2.73
H -6.31 4.53 -3.85
H -8.40 4.77 -2.42
H -7.43 5.60 -1.03
H -7.60 6.39 -2.66
H -6.74 3.95 1.28
H -6.70 2.20 0.73
H -7.87 3.38 -0.14
N -8.47 -5.04 10.51
C -7.54 -5.82 11.09
C -6.22 -5.90 10.67
C -5.83 -5.13 9.58
C -6.77 -4.32 8.96
C -8.06 -4.31 9.46
H -7.90 -6.41 11.93
H -5.52 -6.55 11.18
H -4.81 -5.17 9.22
H -6.50 -3.70 8.11
H -8.83 -3.68 9.01
N 2.16 -1.03 1.23
C 2.17 0.18 1.82
C 2.47 0.38 3.16
C 2.77 -0.73 3.94
C 2.76 -1.99 3.35
C 2.45 -2.08 2.00
H 1.93 1.01 1.17
H 2.47 1.37 3.58
H 3.01 -0.62 4.99
H 2.99 -2.88 3.93
H 2.44 -3.05 1.50
N 4.75 -2.25 -5.26
C 4.42 -1.67 -6.42
C 5.01 -2.00 -7.64
C 5.99 -2.98 -7.65
C 6.35 -3.59 -6.46
C 5.70 -3.20 -5.30
H 3.65 -0.91 -6.36
H 4.71 -1.50 -8.55
H 6.47 -3.26 -8.58
H 7.11 -4.36 -6.43
H 5.94 -3.65 -4.34
N -0.49 4.70 -3.61
C -0.03 5.16 -4.78
C -0.51 6.30 -5.41
C -1.53 7.01 -4.79
C -2.03 6.56 -3.57
C -1.48 5.40 -3.03
H 0.76 4.57 -5.23
H -0.10 6.63 -6.35
H -1.93 7.91 -5.24
H -2.82 7.08 -3.06
H -1.83 5.01 -2.08
N -10.93 4.30 0.76
C -10.91 5.27 -0.17
C -10.97 6.62 0.13
C -11.05 6.99 1.46
C -11.07 6.01 2.44
C -11.00 4.69 2.04
H -10.85 4.92 -1.20
H -10.96 7.36 -0.66
H -11.10 8.04 1.73
H -11.13 6.27 3.49
H -11.01 3.88 2.77
N 9.58 -1.39 0.33
C 9.81 -2.28 1.31
C 11.02 -2.93 1.48
C 12.06 -2.65 0.60
C 11.84 -1.73 -0.42
C 10.60 -1.13 -0.51
H 8.98 -2.47 1.97
H 11.16 -3.64 2.29
H 13.02 -3.14 0.71
H 12.63 -1.49 -1.12
H 10.38 -0.41 -1.28
N 8.46 -3.99 4.90
C 7.39 -4.74 5.19
C 7.43 -6.12 5.33
C 8.64 -6.76 5.16
C 9.77 -6.01 4.86
C 9.63 -4.63 4.75
H 6.46 -4.19 5.31
H 6.53 -6.67 5.56
H 8.71 -7.84 5.26
H 10.74 -6.47 4.72
H 10.48 -4.00 4.52
N -3.92 -3.76 -0.99
C -3.75 -4.32 -2.20
C -3.04 -5.49 -2.41
C -2.47 -6.12 -1.31
C -2.63 -5.56 -0.05
C -3.36 -4.39 0.05
H -4.22 -3.79 -3.03
H -2.94 -5.90 -3.41
H -1.90 -7.03 -1.44
H -2.19 -6.02 0.82
H -3.51 -3.91 1.02
```

3.
Entry from the Open Molecules 2025 dataset: 4 unconnected molecules or ions with the total composition CH11NO4 in a non-equilibrium geometry (wB97M-V/def2-TZVPD).

Its net charge is 0. The calculation puts the LUMO energy at 0.29 eV. As for the gap between HOMO and LUMO: 9.8 eV. As for the energy relative to the best compared isomer or geometry (same formula, charge and spin): 161.4 kJ/mol. The total energy comes out at -400.36007 a.u. For the max |F|, the calculation gives 0.061 hartree/bohr.

Structure (XYZ):
```
17
CH11NO4 (wB97M-V/def2-TZVPD)
N 1.90 0.80 -0.05
C 1.82 0.94 1.40
O 0.51 0.73 1.97
H 2.34 1.64 -0.46
H 1.06 0.87 -0.63
H 2.32 1.79 1.89
H 2.25 0.00 1.75
H 0.02 1.56 1.88
O 1.92 -2.22 -0.30
H 1.50 -2.86 -0.86
H 2.72 -1.90 -0.68
O -1.93 -1.55 -1.77
H -2.21 -1.51 -0.86
H -1.82 -0.67 -2.09
O -3.65 1.46 -0.88
H -3.10 1.73 -0.11
H -4.23 0.84 -0.44
```